{
  "formula": "C55H128O41S16",
  "method": "ωB97M-V/def2-TZVPD",
  "species": ["C", "C", "C", "S", "O", "O", "C", "H", "H", "H", "H", "H", "H", "H", "H", "C", "C", "C", "S", "O", "O", "C", "H", "H", "H", "H", "H", "H", "H", "H", "C", "C", "C", "S", "O", "O", "C", "H", "H", "H", "H", "H", "H", "H", "H", "C", "C", "C", "S", "O", "O", "C", "H", "H", "H", "H", "H", "H", "H", "H", "C", "C", "C", "S", "O", "O", "C", "H", "H", "H", "H", "H", "H", "H", "H", "C", "C", "C", "S", "O", "O", "C", "H", "H", "H", "H", "H", "H", "H", "H", "C", "C", "C", "S", "O", "O", "C", "H", "H", "H", "H", "H", "H", "H", "H", "O", "S", "O", "O", "C", "C", "C", "H", "H", "H", "H", "H", "H", "H", "H", "O", "S", "O", "O", "C", "C", "C", "H", "H", "H", "H", "H", "H", "H", "H", "O", "S", "O", "O", "C", "C", "C", "H", "H", "H", "H", "H", "H", "H", "H", "O", "S", "O", "O", "C", "C", "C", "H", "H", "H", "H", "H", "H", "H", "H", "O", "S", "O", "O", "C", "C", "C", "H", "H", "H", "H", "H", "H", "H", "H", "O", "S", "O", "O", "C", "C", "C", "H", "H", "H", "H", "H", "H", "H", "H", "O", "S", "O", "O", "C", "C", "C", "H", "H", "H", "H", "H", "H", "H", "H", "O", "S", "O", "O", "C", "C", "C", "H", "H", "H", "H", "H", "H", "H", "H", "O", "S", "O", "O", "C", "C", "C", "H", "H", "H", "H", "H", "H", "H", "H"],
  "xyz": [[-3.051448, -2.920642, 4.951034], [-2.880473, -1.833770, 3.840515], [-4.239333, -1.683890, 3.094143], [-5.327013, -2.915040, 3.739489], [-5.095703, -4.165712, 3.025402], [-6.661682, -2.418154, 3.858614], [-4.491822, -3.059288, 5.351532], [-2.423503, -2.509570, 5.737966], [-2.613067, -3.799376, 4.542014], [-2.087873, -2.116088, 3.114211], [-2.620358, -0.883625, 4.331326], [-4.172454, -1.998160, 2.057680], [-4.727518, -0.702578, 3.157894], [-4.774689, -3.987698, 5.871804], [-4.940831, -2.290280, 6.014339], [-3.995068, -3.398399, -1.563217], [-4.678739, -4.328352, -2.700127], [-6.218206, -4.095885, -2.652367], [-6.579370, -3.130938, -1.203735], [-7.654650, -3.830962, -0.518575], [-6.691626, -1.766710, -1.630987], [-5.005944, -3.288467, -0.378766], [-3.829286, -2.395340, -1.911851], [-2.973578, -3.694933, -1.439204], [-4.454430, -5.396024, -2.522410], [-4.194253, -4.028213, -3.622129], [-6.821542, -4.976892, -2.525295], [-6.550218, -3.502182, -3.546970], [-5.200232, -4.235745, 0.227410], [-4.884181, -2.410996, 0.293256], [-6.760842, 3.063354, 0.157497], [-5.758228, 1.873599, 0.290278], [-4.454722, 2.318316, 0.968610], [-4.360938, 4.065911, 0.528439], [-3.396914, 4.098591, -0.556721], [-4.194567, 4.975454, 1.631712], [-5.904061, 4.229930, -0.308364], [-7.277257, 3.259262, 1.144465], [-7.566954, 2.885762, -0.610824], [-5.453956, 1.601551, -0.700310], [-6.194011, 0.962279, 0.752626], [-3.562813, 1.904456, 0.491548], [-4.536802, 2.053621, 2.019718], [-5.639025, 4.201999, -1.357065], [-6.370735, 5.191051, -0.072491], [1.905244, -0.215905, 2.059033], [2.601391, 0.363612, 3.313515], [4.147849, 0.453073, 3.242768], [4.495884, -0.743735, 1.941013], [4.370264, -2.000801, 2.687387], [5.710974, -0.457072, 1.141364], [2.991580, -0.456400, 0.982615], [1.225186, 0.577933, 1.731992], [1.334435, -1.110518, 2.243505], [2.263119, -0.243842, 4.120672], [2.252063, 1.340981, 3.452155], [4.732183, 0.126745, 4.071686], [4.338208, 1.404628, 2.871118], [2.765353, -1.395271, 0.359347], [3.251003, 0.391898, 0.351883], [-5.083747, 0.413496, -3.212569], [-3.743070, 1.162010, -3.283538], [-3.502360, 1.748585, -4.674317], [-4.665092, 0.884399, -5.821766], [-3.873223, 0.232809, -6.850327], [-5.782560, 1.705161, -6.163668], [-5.155815, -0.335719, -4.606561], [-5.962359, 1.084378, -3.187369], [-5.095140, -0.227090, -2.361854], [-2.847829, 0.545595, -3.013605], [-3.739102, 1.998312, -2.580495], [-2.503605, 1.603184, -5.135358], [-3.841905, 2.803351, -4.663903], [-4.396852, -1.106771, -4.740832], [-6.158464, -0.706908, -4.794146], [6.738125, -4.778114, 0.821962], [5.492192, -5.517176, 0.477001], [5.416483, -5.526471, -1.098253], [5.867805, -3.810989, -1.549296], [4.653094, -3.039192, -1.719814], [6.804420, -3.847595, -2.639205], [6.633185, -3.473094, 0.032807], [7.604723, -5.340757, 0.483876], [6.853696, -4.524136, 1.912001], [4.594419, -5.008285, 0.831174], [5.450800, -6.567029, 0.875143], [4.378566, -5.723246, -1.527638], [6.165614, -6.104452, -1.635020], [6.039488, -2.691437, 0.523328], [7.515367, -2.817058, -0.178034], [0.479180, -4.814862, 0.898210], [-0.564381, -5.941617, 0.554218], [0.060490, -6.913396, -0.480526], [1.224513, -5.898731, -1.337582], [0.475519, -4.922715, -2.100876], [2.286952, -6.576687, -2.018263], [1.761447, -5.040693, 0.074753], [0.728260, -4.755195, 1.926264], [0.028532, -3.866660, 0.668005], [-1.356852, -5.368626, -0.005243], [-0.992885, -6.393603, 1.459792], [-0.575592, -7.496186, -1.168905], [0.755824, -7.703503, -0.100902], [2.286184, -4.168274, -0.299975], [2.474879, -5.766987, 0.585250], [-0.192474, 8.431269, 2.972148], [-0.139106, 7.248526, 2.158024], [0.455636, 7.171949, 0.863286], [0.516186, 6.061914, 2.961693], [0.274466, 5.995737, 4.362513], [1.364884, 5.275527, 5.040297], [-1.771243, 6.733578, 1.982248], [-0.685423, 5.453618, 4.524570], [0.066586, 7.014989, 4.703590], [1.234024, 5.348592, 6.112887], [2.391146, 5.663744, 4.861318], [1.479725, 4.248598, 4.667300], [-2.320161, 7.692286, 1.893349], [-2.141319, 6.212874, 2.877634], [-2.040624, 6.169792, 1.080512], [-1.765162, -3.043584, -4.153547], [-1.313353, -2.090886, -5.137719], [-1.473534, -0.724168, -4.760811], [0.237075, -2.356730, -5.505234], [1.240952, -2.087601, -4.507233], [2.481906, -2.656180, -5.095513], [-2.103364, -2.463945, -6.677478], [0.985753, -2.496401, -3.519430], [1.305457, -1.002627, -4.371658], [2.257803, -3.696603, -5.360609], [3.274427, -2.601979, -4.328920], [2.781530, -2.047762, -5.991020], [-1.531942, -1.969217, -7.489326], [-3.041671, -1.941196, -6.629484], [-2.168031, -3.516143, -6.873130], [3.796702, 2.575932, -3.275679], [3.473844, 1.265628, -2.791334], [2.344634, 1.084832, -1.899234], [3.275749, 0.243611, -3.975502], [4.203868, 0.426881, -5.138186], [3.429620, 0.921268, -6.317610], [4.918163, 0.680034, -1.905454], [4.715359, -0.550069, -5.232617], [4.891980, 1.249995, -4.884333], [3.042993, 1.923625, -6.143385], [2.615225, 0.240085, -6.621353], [4.140891, 0.970326, -7.175630], [4.788820, -0.345662, -1.715777], [4.917344, 1.210760, -0.930780], [5.857063, 0.846623, -2.422368], [-1.411785, 3.937430, -5.345595], [-0.141023, 3.708025, -4.714307], [1.051662, 3.868203, -5.478352], [-0.064110, 4.611407, -3.382899], [-1.327834, 5.213013, -2.968938], [-0.990847, 6.338911, -2.009696], [-0.136721, 2.068832, -3.985583], [-1.881603, 4.472845, -2.376329], [-1.878686, 5.493361, -3.879048], [-1.791089, 6.504599, -1.324079], [-0.670399, 7.260075, -2.544727], [-0.109258, 6.151434, -1.391491], [-0.526746, 1.385836, -4.824786], [-0.934065, 1.991970, -3.212728], [0.853516, 1.774993, -3.740626], [-1.200713, -1.472961, 1.027750], [-1.363215, -0.710519, -0.173824], [-2.724307, -0.476809, -0.585345], [-0.595348, 0.703208, 0.136443], [-0.535797, 1.788077, -0.786422], [-0.167682, 2.959006, 0.027499], [-0.321889, -1.430746, -1.442874], [-1.475014, 1.958133, -1.283496], [0.223361, 1.660467, -1.525048], [0.088899, 3.783119, -0.636309], [0.634976, 2.779404, 0.722891], [-1.031264, 3.404839, 0.519951], [-0.418112, -2.476205, -1.473108], [0.696409, -1.083929, -1.213572], [-0.684164, -0.909915, -2.374382], [-0.812134, -7.652933, -8.254282], [-0.619780, -6.601437, -7.289958], [-0.956176, -5.242400, -7.430048], [-1.397700, -7.219601, -6.040401], [-1.879024, -6.322952, -4.983464], [-1.993818, -7.062684, -3.663009], [1.159071, -6.704501, -6.830573], [-2.887466, -6.056650, -5.309898], [-1.227021, -5.516454, -4.907709], [-1.963722, -6.327783, -2.828012], [-1.136240, -7.728526, -3.547344], [-2.922312, -7.566534, -3.667455], [1.386337, -6.421075, -5.808455], [1.607164, -6.051204, -7.560580], [1.576364, -7.679637, -7.041828], [-3.382769, 1.221139, 3.833065], [-2.141796, 1.787235, 4.267945], [-2.085901, 3.197602, 4.417839], [-1.826645, 1.141881, 5.631193], [-0.880025, 1.799429, 6.503418], [-1.647160, 2.900179, 7.213149], [-0.855313, 1.291819, 3.246307], [0.031109, 2.090765, 5.924487], [-0.520568, 0.998304, 7.186636], [-2.524854, 2.364844, 7.685646], [-2.046786, 3.648935, 6.592059], [-1.074636, 3.392240, 8.023965], [-0.778094, 0.197192, 3.169479], [0.013970, 1.612859, 3.814947], [-1.062266, 1.778893, 2.279135], [4.190333, 2.575723, 0.424824], [3.392209, 3.609775, 0.999161], [2.450650, 3.364273, 2.111063], [4.300480, 4.784761, 1.439294], [4.352032, 5.278507, 2.788743], [5.812296, 5.323523, 3.303206], [2.637748, 4.462553, -0.338319], [3.812386, 4.607805, 3.434710], [3.955603, 6.312309, 2.865708], [6.472800, 5.733887, 2.551226], [6.194531, 4.361451, 3.538893], [5.757471, 5.970602, 4.204834], [3.480344, 4.854918, -0.966487], [1.942226, 5.221729, 0.013653], [2.092687, 3.775755, -0.985484], [4.219801, 3.431043, 5.671209], [3.774642, 3.338737, 6.993662], [2.420518, 3.070162, 7.376378], [4.719594, 2.179733, 7.638510], [4.636457, 1.656249, 8.973210], [6.066913, 1.310558, 9.379707], [4.283980, 4.834802, 7.814703], [4.005290, 0.802787, 8.968726], [4.281552, 2.388659, 9.679844], [6.702559, 2.208338, 9.294780], [6.533838, 0.486899, 8.822417], [6.021732, 1.011098, 10.443999], [4.462349, 4.627479, 8.845571], [3.441210, 5.522372, 7.649063], [5.151563, 5.232135, 7.328728]],
  "forces_ev_per_a": [[0.966, 1.724, -0.023], [-0.677, 0.145, -0.376], [0.524, 0.155, -0.250], [0.311, -1.264, 0.662], [0.046, 0.717, 0.273], [-0.584, 0.206, 0.066], [-1.218, -0.104, 0.276], [-0.016, -0.640, 0.484], [0.018, -1.102, 0.167], [-0.514, 0.252, 0.625], [-0.209, -0.481, -0.458], [0.233, 0.312, -0.192], [0.306, -0.317, 0.151], [0.235, -0.004, -0.671], [0.683, 0.113, -0.604], [-1.755, -0.573, -0.579], [0.311, 0.667, 1.475], [0.948, 0.687, -1.256], [-0.569, -0.962, -0.179], [0.738, 0.957, -0.029], [-0.476, 0.981, 0.122], [0.211, -1.479, 0.674], [-0.433, 0.598, -0.612], [0.433, -0.791, 0.931], [-0.021, 0.542, 0.076], [-0.255, -0.112, -0.340], [-0.018, -0.475, -0.257], [0.093, -0.557, 0.976], [0.850, 1.156, -0.549], [-0.035, -0.660, -0.626], [-0.682, -0.649, 0.245], [-0.543, -0.471, -0.321], [-0.967, 0.115, 0.244], [0.871, -0.269, -0.264], [0.697, 0.266, 0.050], [-0.249, -0.162, 0.108], [-1.169, 0.563, 0.727], [0.650, -0.010, -1.031], [0.828, -0.134, 0.889], [-0.193, -0.371, -0.825], [0.258, 0.693, -0.172], [-0.186, -0.188, 0.267], [0.510, 0.670, 0.184], [-0.119, -0.176, -0.208], [0.303, -0.042, -0.014], [1.071, 1.320, -0.958], [0.452, -1.247, 0.424], [-1.687, -1.522, -1.627], [0.953, -0.084, 0.148], [0.304, 0.237, -1.093], [-1.784, -0.596, 1.159], [-0.294, -1.653, -0.274], [0.044, -0.497, -0.314], [-0.046, -0.301, 0.172], [0.059, -0.345, 0.984], [-0.471, 1.408, 0.358], [0.202, 0.034, 0.720], [1.018, 1.735, -0.388], [0.640, 1.422, 0.752], [-0.397, -0.010, -0.015], [0.567, 0.071, -2.276], [1.107, 0.333, 0.371], [-0.945, 0.416, -0.917], [1.514, -0.553, 1.101], [-0.469, 0.157, 0.001], [-0.543, 0.538, -0.270], [-0.209, 0.279, 1.178], [0.501, -0.114, 0.155], [-0.249, -0.649, 0.405], [-1.084, 0.006, -0.138], [0.015, -0.015, 0.196], [-0.837, 0.284, 0.545], [0.532, -0.491, -0.431], [-0.087, -0.195, 0.410], [0.002, -0.079, -0.289], [0.848, 1.317, 0.760], [-1.037, -1.854, -1.227], [-1.303, 0.749, -0.008], [-0.833, -1.457, 0.443], [-0.043, 0.378, 0.195], [0.365, 0.243, -0.022], [0.760, 2.336, -0.165], [0.182, -0.094, 0.125], [-0.155, -0.420, -1.029], [0.118, 0.134, 0.159], [0.153, 0.930, -0.345], [1.426, 0.146, 0.595], [0.011, -0.398, 0.369], [-0.503, -0.648, 0.070], [-0.031, -1.244, 0.106], [0.237, -0.456, -0.901], [-0.453, 0.906, -1.031], [0.889, -1.526, 0.556], [-0.856, 1.318, -1.147], [-0.349, 0.094, -0.320], [0.237, -0.748, 0.080], [0.778, -1.239, 1.288], [0.210, -0.257, 1.075], [-0.068, 0.473, -0.246], [0.357, -0.955, 0.700], [0.200, -0.083, -0.541], [-0.067, 0.833, 0.223], [-0.640, 0.533, 0.473], [0.144, 0.199, 0.180], [-0.725, 1.116, -0.410], [0.748, -0.168, -0.378], [-0.645, -0.489, -0.228], [0.741, 0.574, 0.002], [0.667, -0.021, -0.475], [-1.946, 0.366, 0.311], [2.027, -0.322, -0.047], [-2.137, 0.470, -0.074], [0.539, 0.074, -0.187], [0.539, -0.135, 0.274], [-0.263, -0.484, 0.248], [-0.711, 0.409, -0.112], [-0.488, 0.032, 0.431], [0.090, -0.516, 0.166], [0.186, 0.173, -0.313], [0.708, -0.110, 0.364], [0.236, -0.090, -0.098], [0.536, -1.465, 0.007], [0.076, 0.910, -0.117], [-1.866, -0.102, -0.075], [-0.356, 0.967, 0.515], [0.815, 0.299, -0.063], [1.194, 1.276, -0.573], [-0.086, -0.417, -0.459], [-0.002, -0.130, -0.115], [0.449, 0.213, -0.078], [-0.136, -0.201, -0.437], [-0.219, -0.803, 0.703], [-0.220, -0.288, 0.508], [-0.569, 0.079, 0.093], [0.010, -0.410, 0.255], [-0.559, -0.093, -0.252], [1.221, 0.014, 1.578], [0.301, -0.066, -0.844], [0.364, 0.469, -0.287], [0.087, 0.268, 0.772], [0.083, -0.614, -1.203], [-0.404, 1.142, 0.370], [-0.309, 0.646, -0.120], [0.085, -0.695, 0.127], [-0.101, -0.032, 0.074], [0.255, 0.306, 0.218], [-0.482, 0.037, 0.494], [-0.191, -1.498, 0.192], [0.046, -0.205, -0.824], [-0.129, 0.196, -0.304], [0.294, -0.064, 0.112], [-0.339, -0.612, 0.609], [0.183, 0.145, 0.312], [0.098, -0.163, -1.008], [0.027, -0.053, 0.799], [1.390, 0.787, -1.003], [-2.423, -0.480, -2.161], [-0.055, -0.100, -0.474], [0.124, 0.086, 0.663], [-0.740, 0.371, 0.239], [-0.670, -0.387, 0.262], [-0.138, -0.586, -0.029], [0.851, 0.962, 1.082], [0.948, 0.264, -0.490], [0.647, -0.088, 0.621], [0.394, 0.012, 0.275], [0.333, 0.509, 0.397], [0.772, 0.274, -0.394], [-0.954, -2.160, 0.029], [-0.054, 0.262, -0.042], [-0.765, 1.847, 0.025], [-0.527, 3.171, -0.566], [-0.712, -0.163, -0.051], [0.531, -0.786, -0.315], [0.307, -0.090, -0.166], [0.225, -0.102, 0.184], [-0.141, -0.359, 0.529], [-0.305, -1.384, -0.097], [-0.249, -0.248, -0.074], [0.517, -0.834, 0.593], [-0.001, 1.430, -0.247], [1.540, -4.168, 1.263], [-0.540, 1.485, -0.608], [0.245, 0.392, 0.447], [-1.151, -1.460, -0.408], [1.152, 1.032, -0.009], [-0.846, 0.122, -0.506], [0.271, 0.579, 0.073], [0.922, 1.624, 0.070], [-0.110, -0.364, -0.585], [-0.197, -0.154, 0.058], [-0.802, -0.952, 0.363], [-0.257, 0.302, 0.046], [0.320, 0.575, -0.003], [-0.473, -0.418, 0.092], [0.107, -0.187, 0.039], [-1.841, 0.321, -0.673], [0.360, 1.079, -0.320], [0.275, -1.246, 0.689], [0.971, 0.095, 0.219], [-0.090, -1.341, 2.273], [0.375, -0.625, -0.081], [-0.791, 0.197, 0.371], [-0.473, 0.598, -0.317], [0.852, 0.716, -0.287], [-0.214, 0.724, -0.958], [-0.098, -0.449, -0.416], [-0.436, 0.357, -0.193], [0.431, 0.435, -0.672], [0.641, -0.230, 0.449], [0.137, -0.489, 0.639], [-2.383, 0.937, 0.807], [1.427, -0.413, -1.807], [1.060, 0.699, 0.381], [1.281, 0.442, 1.011], [-1.282, 0.961, -0.250], [0.282, -0.070, -1.230], [-0.480, -0.041, 0.094], [-0.152, -0.745, -0.593], [0.099, 0.471, -0.061], [0.146, -0.930, 0.425], [0.449, -0.436, -0.483], [-0.770, -0.120, 0.760], [0.280, 0.201, 0.169], [0.188, -0.198, 0.201], [0.150, -0.141, -2.190], [0.531, -0.826, 3.224], [0.011, -0.058, -0.313], [-0.389, 1.070, -1.074], [1.390, 0.410, -0.184], [-0.020, -0.014, 0.624], [-0.969, -0.119, -0.743], [-0.691, -0.696, 0.008], [-0.476, 0.403, 0.086], [-0.229, -0.398, 0.053], [-0.362, 0.309, -0.027], [0.212, 0.112, -0.419], [-0.037, 0.050, 0.760], [0.282, -0.172, 0.340], [0.551, 0.005, -0.213]],
  "lowdin_charge": [-0.221, -0.178, -0.217, 0.658, -0.328, -0.312, -0.217, 0.110, 0.099, 0.097, 0.067, 0.064, 0.099, 0.111, 0.116, -0.176, -0.160, -0.218, 0.653, -0.320, -0.325, -0.208, 0.070, 0.083, 0.103, 0.080, 0.087, 0.118, 0.122, 0.086, -0.190, -0.196, -0.194, 0.684, -0.353, -0.307, -0.244, 0.133, 0.132, 0.078, 0.132, 0.084, 0.085, 0.103, 0.114, -0.186, -0.199, -0.173, 0.717, -0.343, -0.343, -0.198, 0.079, 0.103, 0.106, 0.054, 0.102, 0.057, 0.130, 0.051, -0.179, -0.232, -0.207, 0.680, -0.343, -0.308, -0.201, 0.126, 0.059, 0.092, 0.094, 0.065, 0.111, 0.082, 0.104, -0.217, -0.224, -0.191, 0.657, -0.350, -0.323, -0.239, 0.117, 0.140, 0.091, 0.132, 0.090, 0.096, 0.058, 0.127, -0.181, -0.160, -0.230, 0.613, -0.320, -0.308, -0.238, 0.099, 0.079, 0.113, 0.118, 0.098, 0.117, 0.100, 0.127, -0.274, 0.565, -0.275, -0.241, -0.276, -0.072, -0.137, 0.117, 0.118, 0.078, 0.081, 0.080, 0.093, 0.076, 0.049, -0.286, 0.600, -0.287, -0.247, -0.271, -0.048, -0.089, 0.104, 0.101, 0.085, 0.085, 0.092, 0.104, 0.038, 0.036, -0.265, 0.576, -0.298, -0.283, -0.218, -0.062, -0.094, 0.131, 0.113, 0.076, 0.082, 0.102, 0.030, 0.042, 0.085, -0.290, 0.599, -0.262, -0.261, -0.237, -0.056, -0.106, 0.089, 0.117, 0.057, 0.098, 0.053, 0.082, 0.057, 0.025, -0.293, 0.619, -0.268, -0.264, -0.271, -0.048, -0.080, 0.099, 0.065, 0.070, 0.062, 0.084, 0.035, 0.074, 0.076, -0.279, 0.598, -0.271, -0.254, -0.227, -0.054, -0.089, 0.128, 0.072, 0.076, 0.083, 0.064, 0.060, 0.056, 0.062, -0.269, 0.519, -0.260, -0.256, -0.229, -0.062, -0.104, 0.111, 0.136, 0.108, 0.040, 0.090, 0.079, 0.062, 0.076, -0.271, 0.610, -0.295, -0.234, -0.232, -0.049, -0.105, 0.063, 0.136, 0.075, 0.059, 0.088, 0.110, 0.062, 0.048, -0.254, 0.563, -0.281, -0.264, -0.255, -0.065, -0.092, 0.111, 0.110, 0.085, 0.083, 0.086, 0.055, 0.078, 0.066],
  "e_homo_ev": -9.9,
  "largest_force_ev_per_a": 4.620,
  "e_lumo_ev": -0.2,
  "homo_lumo_gap_ev": 9.69,
  "energy_ev": -316414.85165
}